(1)
The following is a quantum chemistry calculation of a molecular structure, C47H31F5N8S3W, from OMol25.

Last column: Mulliken charge in e.
Atoms and positions in Å:
W1 0.0090 0.3256 0.6579  0.286
C1 -1.5510 -0.2379 5.6830  -0.784
N1 -0.3109 0.3850 5.2262  0.245
C2 0.4846 1.2320 5.9733  -0.695
C3 1.5075 1.6125 5.1928  -0.615
N2 1.3443 0.9815 3.9571  0.492
C4 0.1999 0.2517 3.9970  0.376
S1 -0.5515 -0.7078 2.7958  -0.603
C5 2.2742 1.1747 2.8958  -0.163
C6 3.5879 1.4557 3.2423  -0.939
C7 4.4638 1.8818 2.2643  -0.817
C8 3.9948 2.0290 0.9682  -0.990
C9 2.7033 1.6461 0.6987  -0.428
N3 1.8529 1.1805 1.6334  1.527
H1 -1.6946 0.0247 6.7264  0.340
H2 -1.4800 -1.3186 5.5867  0.347
H3 -2.3854 0.1314 5.0901  0.316
H4 0.2390 1.4964 6.9865  0.481
H5 2.3009 2.3102 5.3804  0.574
H6 3.9171 1.3421 4.2636  0.739
H7 5.4903 2.1103 2.5171  0.479
H8 4.6201 2.4061 0.1723  0.567
H9 2.3115 1.6963 -0.3082  0.516
N4 5.2474 -2.5620 -7.8398  -0.464
C10 4.6791 -2.2057 -6.9078  -0.256
C11 3.9668 -1.7606 -5.7414  0.642
C12 2.9878 -2.5742 -5.1752  -0.940
C13 2.3118 -2.1471 -4.0457  0.136
C14 2.6026 -0.9059 -3.4869  -0.932
C15 3.5748 -0.0929 -4.0574  -0.042
C16 4.2617 -0.5196 -5.1823  -0.859
C17 1.8641 -0.4701 -2.2669  1.437
C18 0.8770 0.4755 -2.4198  -0.174
C19 0.4967 1.1349 -3.6259  -0.999
C20 -0.4739 2.0461 -3.3051  -1.513
C21 -0.6848 1.9282 -1.9149  -0.390
N5 0.0966 0.9961 -1.3733  0.767
C22 2.2635 -1.0720 -1.0493  -0.205
C23 3.3396 -1.9569 -0.8901  -0.450
C24 3.3663 -2.3453 0.4466  -1.765
C25 2.3142 -1.6842 1.0654  -0.642
N6 1.6410 -0.9042 0.1849  1.261
H10 2.7639 -3.5341 -5.6201  0.507
H11 1.5550 -2.7808 -3.5981  0.581
H12 3.7996 0.8731 -3.6227  0.532
H13 5.0236 0.1026 -5.6311  0.484
H14 0.9217 0.9421 -4.5980  0.679
H15 -0.9835 2.7298 -3.9634  0.516
H16 -1.3667 2.4996 -1.3025  0.500
H17 4.0103 -2.2652 -1.6763  0.749
H18 4.0560 -3.0226 0.9231  0.572
H19 1.9980 -1.7422 2.0949  0.622
S2 -0.9474 -6.2454 -2.3917  -0.172
C26 0.5482 -7.0378 -2.5812  -0.352
C27 1.5909 -6.2618 -2.1741  -0.918
C28 1.1699 -4.9966 -1.7006  -0.042
C29 -0.1917 -4.8339 -1.7604  0.243
C30 -0.9754 -3.6586 -1.3834  0.251
C31 -0.3752 -2.6444 -0.6161  -0.286
N7 -0.9766 -1.5136 -0.2666  0.614
C32 -2.2853 -1.3740 -0.6170  -0.520
C33 -2.9846 -2.3367 -1.3482  0.620
C34 -4.3702 -2.1169 -1.6506  -1.201
C35 -5.0121 -1.0157 -1.2080  -1.146
C36 -4.3198 -0.0303 -0.4297  0.789
C37 -4.9415 1.1053 0.1032  -1.053
C38 -4.2222 1.9956 0.8804  0.506
C39 -2.8545 1.7335 1.0526  -0.327
N8 -2.2323 0.6860 0.5358  0.848
C40 -2.9573 -0.2085 -0.1696  -0.447
C41 -4.8168 3.1772 1.4995  0.482
C42 -4.2038 4.0947 2.3164  -0.167
C43 -5.0765 5.1224 2.7419  -0.750
C44 -6.3351 4.9703 2.2458  -0.362
S3 -6.4730 3.5871 1.2598  -0.203
C45 -2.2934 -3.4839 -1.7536  -1.052
H20 0.5797 -8.0402 -2.9775  0.477
H21 2.6213 -6.5831 -2.2105  0.438
H22 1.8567 -4.2397 -1.3461  0.417
H23 0.6346 -2.7900 -0.2736  0.644
H24 -4.8935 -2.8659 -2.2306  0.502
H25 -6.0615 -0.8604 -1.4220  0.497
H26 -5.9963 1.2633 -0.0892  0.514
H27 -2.2419 2.4105 1.6176  -0.088
H28 -3.1649 4.0454 2.6114  0.345
H29 -4.7824 5.9387 3.3845  0.430
H30 -7.1936 5.6031 2.4047  0.473
H31 -2.8101 -4.2271 -2.3493  0.532
F1 -0.2596 2.2527 0.9872  0.108
C46 0.1996 3.4784 2.4837  -0.360
F2 -0.7714 3.0515 3.2838  -0.143
C47 -0.3913 4.7600 1.7735  0.930
F3 -1.1472 4.5334 0.6932  -0.156
F4 0.6505 5.5054 1.4067  -0.274
F5 -1.1304 5.4581 2.6461  -0.249

* total charge: +2
* max |F|: 0.011 hartree/bohr
* lowest unoccupied orbital energy (spin up / spin down): -6.05 / -6.52 eV
* 2S+1: 3
* HOMO energy (spin up / spin down): -12.6 / -12.6 eV
* HOMO-LUMO gap (spin up / spin down): 6.55 / 6.08 eV

=====

(2)
The following is a quantum chemistry calculation of 4 unconnected molecules or ions with the total composition C47H33N2O7, from OMol25.

Last column: Mulliken charge in e.
Atoms and positions in Å:
O1 -1.3466 1.6823 2.5662  -0.432
C1 -1.4079 1.6260 1.4070  0.731
N1 -1.4528 1.5310 0.1946  -0.629
C2 -1.5419 0.1742 -0.3663  0.695
C3 -2.7471 -0.6356 0.1977  -0.998
C4 -2.2039 -1.7313 1.1264  -0.389
N2 -0.6939 -1.5703 1.1330  0.025
C5 -0.3158 -0.6586 -0.0208  -0.810
H1 -1.6588 0.1660 -1.4420  0.266
H2 -3.4560 -0.0116 0.7300  0.428
H3 -3.2213 -1.1357 -0.6411  0.383
H4 -2.5451 -1.5165 2.1361  0.103
H5 -2.4853 -2.7473 0.8767  0.366
H6 -0.1910 -2.4425 0.9947  0.371
H7 -0.4605 -1.1884 2.0473  0.432
H8 -0.0953 -1.3058 -0.8656  0.164
H9 0.5429 -0.0628 0.2687  0.371
C6 2.8261 -4.0752 -3.9705  -0.670
C7 3.5443 -4.1000 -5.1606  -0.522
C8 3.3423 -3.1177 -6.1148  -0.870
C9 2.4140 -2.1112 -5.8873  0.716
C10 1.6798 -2.0925 -4.6987  0.339
C11 1.8973 -3.0754 -3.7412  -0.582
C12 0.6583 -1.0393 -4.4457  0.608
O2 0.0277 -1.0156 -3.4021  -0.699
C13 0.4281 -0.0190 -5.5014  0.359
C14 -0.5489 0.9497 -5.3085  -0.492
C15 -0.7620 1.9200 -6.2720  -0.655
C16 0.0057 1.9329 -7.4308  -0.530
C17 0.9796 0.9694 -7.6315  -0.851
C18 1.1893 -0.0122 -6.6736  0.766
C19 2.2309 -1.0492 -6.9196  0.182
O3 2.9146 -1.0277 -7.9189  -0.636
H10 2.9915 -4.8405 -3.2243  0.427
H11 4.2637 -4.8867 -5.3421  0.414
H12 3.9000 -3.1238 -7.0406  0.514
H13 1.3326 -3.0516 -2.8203  0.382
H14 -1.1382 0.9377 -4.4030  0.462
H15 -1.5259 2.6706 -6.1214  0.440
H16 -0.1585 2.6956 -8.1796  0.411
H17 1.5800 0.9695 -8.5302  0.522
C20 4.8529 1.9665 -5.1384  -1.032
C21 4.0545 0.8976 -4.7493  -0.037
C22 3.6180 0.7917 -3.4414  -0.384
C23 3.9837 1.7521 -2.5089  -0.090
C24 4.8026 2.8166 -2.8933  0.220
C25 5.2284 2.9239 -4.2108  -0.693
C26 5.2435 3.8416 -1.9042  0.620
O4 5.9454 4.7703 -2.2349  -0.646
C27 4.7947 3.6810 -0.4904  0.254
C28 5.2315 4.5928 0.4609  -0.623
C29 4.8191 4.4708 1.7765  -0.516
C30 3.9622 3.4405 2.1471  -0.621
C31 3.5265 2.5276 1.2030  -0.474
C32 3.9437 2.6376 -0.1178  0.360
C33 3.4849 1.6313 -1.1146  0.414
O5 2.7202 0.7361 -0.7980  -0.680
H18 5.1849 2.0484 -6.1647  0.466
H19 3.7623 0.1444 -5.4656  0.532
H20 2.9935 -0.0358 -3.1324  0.605
H21 5.8537 3.7572 -4.4983  0.504
H22 5.8948 5.3920 0.1620  0.495
H23 5.1646 5.1794 2.5167  0.403
H24 3.6388 3.3500 3.1754  0.424
H25 2.8656 1.7203 1.4848  0.435
C34 -5.6172 0.5840 3.6110  -0.971
C35 -4.2267 0.6567 3.5928  -0.300
C36 -3.4851 0.0706 4.6015  -0.664
C37 -4.1253 -0.5880 5.6421  0.182
C38 -5.5177 -0.6393 5.6763  0.183
C39 -6.2608 -0.0581 4.6549  -0.615
C40 -6.2308 -1.3047 6.8094  0.604
O6 -7.4398 -1.3558 6.8314  -0.640
C41 -5.4044 -1.8934 7.9004  0.175
C42 -6.0429 -2.4733 8.9880  -0.563
C43 -5.2947 -3.0388 10.0065  -0.502
C44 -3.9059 -3.0347 9.9403  -0.490
C45 -3.2625 -2.4559 8.8601  -0.595
C46 -4.0069 -1.8772 7.8402  0.144
C47 -3.2983 -1.2376 6.7013  0.609
O7 -2.0866 -1.2411 6.6181  -0.670
H26 -6.1963 1.0355 2.8165  0.444
H27 -3.7221 1.1676 2.7873  0.749
H28 -2.4045 0.1231 4.5966  0.594
H29 -7.3397 -0.1147 4.6888  0.503
H30 -7.1228 -2.4758 9.0296  0.484
H31 -5.7939 -3.4857 10.8553  0.408
H32 -3.3254 -3.4819 10.7356  0.410
H33 -2.1834 -2.4443 8.8023  0.472

* total charge: +1
* max |F|: 0.019 hartree/bohr
* lowest unoccupied orbital energy: -3.20 eV
* HOMO energy: -11.6 eV
* HOMO-LUMO gap: 8.41 eV